Entry 1:
{"formula": "C2H5O2S", "method": "ωB97M-V with the def2-TZVPD basis set", "symbols": ["C", "S", "H", "H", "H", "O", "C", "O", "H", "H"], "coordinates": [[-0.055, -0.418, -1.608], [-1.647, -0.497, -0.739], [0.591, 0.267, -1.193], [0.453, -1.423, -1.754], [-0.360, -0.084, -2.778], [0.540, 1.127, 0.840], [0.569, 0.421, 1.983], [-0.340, -0.332, 2.488], [1.510, 0.615, 2.558], [-1.260, 0.324, 0.204]], "molar_mass_g_mol": 93.1, "lumo_energy_ev": 3.765, "fmax_ev_per_a": 5.746, "e_tot_ha": -627.89470, "homo_lumo_gap_ev": 8.08, "total_charge": -1, "homo_energy_ev": -4.32, "relative_energy_kcal_mol": 28.9}


Entry 2:
{"formula": "C25H45BNO10", "method": "ωB97M-V with the def2-TZVPD basis set", "symbols": ["C", "O", "B", "O", "C", "C", "C", "C", "O", "O", "C", "C", "N", "H", "H", "H", "H", "H", "H", "H", "H", "H", "C", "C", "O", "C", "H", "H", "H", "H", "H", "H", "C", "C", "O", "C", "H", "H", "H", "H", "H", "H", "C", "C", "O", "C", "H", "H", "H", "H", "H", "H", "C", "C", "O", "C", "H", "H", "H", "H", "H", "H", "C", "C", "O", "C", "H", "H", "H", "H", "H", "H", "C", "C", "O", "C", "H", "H", "H", "H", "H", "H"], "coordinates": [[-2.664, -0.478, 4.310], [-2.952, -0.620, 5.729], [-3.732, -1.764, 6.002], [-4.648, -1.845, 7.057], [-3.497, -3.031, 4.989], [-4.524, -3.320, 3.989], [-4.285, -4.444, 3.048], [-5.380, -4.705, 1.969], [-5.157, -4.318, 0.858], [-6.558, -5.326, 2.363], [-3.027, -5.206, 3.199], [-2.082, -4.817, 4.252], [-2.313, -3.743, 5.113], [-2.311, 0.586, 4.168], [-1.806, -1.123, 3.957], [-3.571, -0.603, 3.652], [-5.563, -1.690, 6.756], [-5.444, -2.694, 3.966], [-7.298, -4.724, 2.125], [-2.816, -6.067, 2.517], [-1.118, -5.367, 4.433], [-1.628, -3.476, 5.828], [-2.190, -3.350, -0.724], [-1.052, -2.832, 0.118], [-1.182, -1.841, 0.813], [0.249, -3.588, 0.066], [-3.061, -2.708, -0.587], [-1.908, -3.338, -1.779], [-2.450, -4.363, -0.412], [0.639, -3.586, -0.953], [0.096, -4.615, 0.410], [0.975, -3.105, 0.717], [3.785, -2.430, -2.069], [3.838, -1.967, -0.637], [2.839, -1.938, 0.056], [5.178, -1.542, -0.099], [2.760, -2.705, -2.323], [4.106, -1.624, -2.732], [4.425, -3.304, -2.202], [5.560, -0.699, -0.676], [5.879, -2.377, -0.146], [5.069, -1.234, 0.942], [-3.865, 0.260, -3.405], [-2.624, -0.471, -3.847], [-2.690, -1.468, -4.536], [-1.297, 0.084, -3.398], [-4.744, -0.251, -3.801], [-3.925, 0.268, -2.315], [-3.851, 1.282, -3.789], [-1.243, 0.083, -2.307], [-1.169, 1.098, -3.781], [-0.493, -0.542, -3.789], [0.461, 4.466, -1.937], [-0.780, 3.814, -1.387], [-1.725, 3.551, -2.102], [-0.803, 3.501, 0.087], [0.338, 4.632, -3.007], [0.622, 5.429, -1.448], [1.323, 3.814, -1.781], [-0.696, 4.422, 0.664], [0.004, 2.807, 0.332], [-1.755, 3.035, 0.343], [-1.381, 7.742, -3.648], [-1.005, 8.594, -2.464], [0.108, 8.551, -1.984], [-2.068, 9.501, -1.899], [-0.521, 7.142, -3.947], [-2.200, 7.071, -3.378], [-1.673, 8.377, -4.486], [-2.918, 8.908, -1.553], [-2.391, 10.214, -2.659], [-1.659, 10.053, -1.052], [10.099, 0.114, -1.498], [8.861, -0.537, -0.938], [7.910, -0.798, -1.647], [8.851, -0.851, 0.536], [9.967, 0.282, -2.567], [10.266, 1.076, -1.010], [10.962, -0.538, -1.349], [8.964, 0.069, 1.113], [9.659, -1.545, 0.774], [7.901, -1.316, 0.801]], "molar_mass_g_mol": 530.4, "lumo_energy_ev": -4.845, "fmax_ev_per_a": 3.593, "e_tot_ha": -1811.38049, "homo_lumo_gap_ev": 5.94, "total_charge": 1, "homo_energy_ev": -10.78}


Entry 3:
{"formula": "C38H43Cl4N2OSr", "method": "ωB97M-V with the def2-TZVPD basis set", "symbols": ["Sr", "Cl", "C", "C", "C", "Cl", "C", "O", "C", "Cl", "C", "H", "H", "C", "C", "C", "C", "C", "C", "C", "C", "C", "C", "C", "C", "N", "C", "C", "C", "C", "C", "C", "C", "N", "C", "C", "C", "C", "C", "C", "C", "C", "C", "C", "C", "C", "H", "H", "H", "H", "H", "H", "H", "H", "H", "H", "H", "H", "H", "H", "H", "H", "H", "H", "H", "H", "H", "H", "H", "H", "H", "H", "H", "H", "H", "H", "H", "H", "H", "H", "H", "H", "H", "H", "H", "Cl", "C", "H", "H"], "coordinates": [[1.442, -0.369, 0.776], [-1.431, -5.453, 5.900], [-0.765, -4.584, 4.538], [0.196, -3.613, 4.748], [0.707, -2.936, 3.658], [1.935, -1.725, 3.882], [0.302, -3.166, 2.321], [0.780, -2.511, 1.332], [-0.670, -4.190, 2.186], [-1.182, -4.586, 0.575], [-1.200, -4.882, 3.257], [0.543, -3.387, 5.746], [-1.941, -5.650, 3.092], [1.103, -4.429, -2.455], [1.695, -3.158, -1.843], [3.006, -3.465, -1.108], [1.909, -2.066, -2.879], [2.697, -2.320, -3.996], [2.937, -1.346, -4.947], [2.390, -0.081, -4.783], [1.610, 0.221, -3.677], [0.985, 1.595, -3.521], [1.966, 2.729, -3.822], [-0.266, 1.694, -4.398], [1.357, -0.784, -2.728], [0.561, -0.462, -1.597], [-0.630, -0.941, -1.562], [-1.668, -0.752, -0.582], [-2.796, -1.583, -0.785], [-3.946, -1.472, -0.057], [-4.020, -0.454, 0.911], [-2.962, 0.383, 1.134], [-1.708, 0.256, 0.448], [-0.656, 1.034, 0.751], [-0.942, 2.241, 1.421], [-1.466, 3.322, 0.680], [-1.791, 4.507, 1.326], [-1.603, 4.655, 2.691], [-1.065, 3.604, 3.413], [-0.727, 2.402, 2.802], [-0.161, 1.284, 3.653], [1.120, 1.731, 4.366], [-1.190, 0.750, 4.652], [-1.667, 3.217, -0.819], [-0.859, 4.297, -1.543], [-3.147, 3.281, -1.201], [0.900, -5.158, -1.670], [1.791, -4.881, -3.174], [0.165, -4.212, -2.970], [0.980, -2.814, -1.098], [3.748, -3.878, -1.797], [2.827, -4.187, -0.311], [3.424, -2.559, -0.662], [3.137, -3.303, -4.122], [3.550, -1.568, -5.811], [2.577, 0.680, -5.529], [0.669, 1.697, -2.480], [2.284, 2.723, -4.866], [2.852, 2.643, -3.193], [1.496, 3.693, -3.624], [-0.006, 1.549, -5.450], [-0.741, 2.670, -4.292], [-0.991, 0.928, -4.119], [-0.944, -1.581, -2.397], [-2.733, -2.338, -1.561], [-4.779, -2.140, -0.228], [-4.925, -0.328, 1.493], [-3.047, 1.157, 1.887], [-2.202, 5.331, 0.753], [-1.866, 5.582, 3.184], [-0.908, 3.719, 4.480], [0.077, 0.447, 2.992], [0.914, 2.564, 5.041], [1.875, 2.047, 3.648], [1.530, 0.912, 4.957], [-1.473, 1.523, 5.370], [-0.773, -0.096, 5.202], [-2.088, 0.412, 4.133], [-1.286, 2.248, -1.142], [-1.192, 5.299, -1.261], [-0.969, 4.202, -2.625], [0.200, 4.210, -1.292], [-3.589, 4.237, -0.908], [-3.700, 2.482, -0.704], [-3.271, 3.165, -2.280], [4.194, 1.032, 2.285], [4.108, -0.167, 0.859], [4.642, -1.051, 1.224], [4.767, 0.269, 0.101]], "molar_mass_g_mol": 773.2, "lumo_energy_ev": 2.487, "fmax_ev_per_a": 0.849, "e_tot_ha": -3530.24019, "homo_lumo_gap_ev": 7.11, "total_charge": -1, "homo_energy_ev": -4.62, "relative_energy_kcal_mol": 0.0}


Entry 4:
{"formula": "C4H9NOS", "method": "ωB97M-V with the def2-TZVPD basis set", "symbols": ["C", "N", "C", "C", "S", "C", "O", "H", "H", "H", "H", "H", "H", "H", "H", "H"], "coordinates": [[-1.863, -0.126, 1.451], [-1.422, 0.158, 0.061], [-0.037, 0.587, -0.038], [0.846, -0.465, -0.704], [0.879, -1.988, 0.329], [0.015, 1.830, -0.955], [0.989, 2.527, -1.073], [-1.799, 0.821, 1.998], [-2.869, -0.522, 1.405], [-1.157, -0.801, 1.934], [-1.585, -0.668, -0.504], [0.341, 0.834, 0.964], [0.468, -0.724, -1.686], [1.882, -0.128, -0.777], [1.432, -2.746, -0.628], [-0.948, 1.939, -1.486]], "molar_mass_g_mol": 119.2, "lumo_energy_ev": 0.733, "fmax_ev_per_a": 1.520, "e_tot_ha": -685.95841, "homo_lumo_gap_ev": 9.93, "smiles": "CN[C@H](C=O)CS", "homo_energy_ev": -9.20, "relative_energy_kcal_mol": 38.0}